The following is a quantum chemistry calculation of a structure of composition C33H69InNO9, from the OMol25 dataset.

Structure (XYZ):
```
113
Properties=species:S:1:pos:R:3:forces:R:3
C 6.313 -3.184 1.249 0.0798 -0.1889 -0.1336
C 6.899 -2.948 -0.143 -0.1150 0.1651 0.1018
C 5.860 -2.375 -1.105 0.2187 0.0168 -0.0212
C 4.856 -3.403 -1.612 -0.0077 -0.0279 0.0330
C 3.534 -2.803 -2.103 0.1253 -0.2315 -0.0315
In 2.438 -1.802 -0.453 0.2406 0.2992 0.0856
C 0.540 -0.802 -1.074 0.0320 -0.0563 -0.0784
C -0.715 -1.285 -0.672 0.0236 -0.1512 0.1343
C -1.891 -0.648 -1.019 0.0342 -0.0092 -0.0362
C -1.799 0.483 -1.812 -0.2839 0.0795 -0.0051
C -0.541 0.902 -2.192 0.1756 0.1739 -0.1709
N 0.601 0.311 -1.846 -0.0963 -0.1227 0.0625
C 2.096 -3.303 1.179 -0.1956 -0.1098 -0.2163
C 0.980 -2.875 2.145 0.2319 0.1496 -0.0058
C 1.992 -4.761 0.642 -0.0257 0.2012 0.2342
C 0.792 -5.598 1.099 0.0079 -0.1337 -0.1955
C -0.506 -5.301 0.330 0.0629 0.0718 -0.0134
H 5.704 -2.327 1.538 -0.0242 0.0443 0.1173
H 7.098 -3.337 1.991 0.0110 0.0055 0.0749
H 5.675 -4.068 1.261 -0.1073 0.0216 0.0301
H 7.724 -2.237 -0.056 0.1023 -0.0311 -0.0162
H 7.306 -3.881 -0.542 0.1129 -0.0250 -0.0242
H 6.377 -1.914 -1.952 -0.0655 0.0067 -0.1025
H 5.340 -1.566 -0.591 -0.0830 0.0632 -0.0132
H 5.353 -3.978 -2.407 -0.0014 -0.1122 -0.0088
H 4.651 -4.123 -0.811 -0.0410 -0.0076 0.0394
H 2.942 -3.622 -2.522 -0.1611 0.0458 -0.0214
H 3.745 -2.134 -2.943 -0.0950 0.1578 0.0296
H 3.470 -0.525 0.268 -0.1097 -0.0070 0.0143
H -0.753 -2.180 -0.063 -0.0089 -0.0166 0.0217
H -2.852 -1.023 -0.686 -0.0488 -0.0342 0.0147
H -2.667 1.042 -2.137 -0.0819 -0.0079 0.0232
H -0.466 1.779 -2.831 0.1595 0.0212 -0.0101
H 3.024 -3.250 1.753 0.1050 0.0889 -0.0206
H 0.945 -1.786 2.231 0.0031 0.0522 0.0440
H -0.009 -3.184 1.813 -0.0673 -0.0136 0.0059
H 1.126 -3.254 3.164 -0.1383 -0.1379 0.0350
H 2.903 -5.300 0.921 0.0486 -0.0550 0.0149
H 1.979 -4.769 -0.452 0.0444 -0.0592 -0.0789
H 0.629 -5.482 2.171 0.0044 -0.0111 0.0832
H 1.045 -6.649 0.939 0.0118 -0.0615 0.0351
H -1.216 -4.716 0.913 -0.0523 0.0160 0.0294
H -0.292 -4.732 -0.576 0.0177 0.0348 -0.0555
H -1.006 -6.218 0.016 -0.0886 -0.0533 0.0465
C 7.598 -2.532 8.622 -0.0283 -0.0542 0.0573
O 6.274 -2.731 8.195 0.0153 0.0700 -0.1724
C 5.437 -1.620 8.459 0.0200 -0.0438 0.0906
C 4.246 -1.589 7.527 -0.1007 -0.0093 0.0282
O 4.541 -1.126 6.226 0.0392 0.0606 0.0165
C 5.149 -2.041 5.325 0.0933 -0.0323 -0.0899
C 4.195 -3.045 4.725 0.0130 -0.1245 -0.0786
O 3.880 -4.071 5.657 -0.1166 0.1797 0.1368
C 2.629 -4.663 5.393 0.0562 -0.0914 -0.0272
H 7.659 -2.416 9.712 0.0055 0.0228 -0.0015
H 8.170 -3.410 8.330 -0.0007 -0.0067 0.0121
H 8.039 -1.647 8.149 -0.0011 0.0054 0.0159
H 6.000 -0.685 8.346 0.0061 0.0034 -0.0206
H 5.071 -1.681 9.494 0.0271 0.0656 0.0186
H 3.545 -0.855 7.934 -0.0314 -0.0355 0.0136
H 3.750 -2.562 7.508 0.0864 -0.0367 -0.0167
H 5.998 -2.549 5.790 -0.0558 -0.0478 0.0388
H 5.525 -1.424 4.508 0.0079 0.0012 0.0066
H 4.664 -3.495 3.841 -0.0404 0.0645 -0.0632
H 3.285 -2.528 4.399 -0.0019 0.0035 0.0063
H 1.824 -3.919 5.423 0.0051 -0.0049 -0.0181
H 2.451 -5.410 6.166 0.0155 -0.0145 -0.0107
H 2.611 -5.152 4.412 -0.0187 0.0232 -0.0184
C -3.257 7.361 -6.732 0.0784 0.0411 -0.0208
O -2.528 7.266 -5.534 -0.1144 -0.1368 0.0881
C -2.976 8.168 -4.541 0.0479 0.0555 -0.0701
C -2.609 7.689 -3.155 0.0652 0.0555 0.0656
O -3.431 6.648 -2.666 -0.0652 0.0288 -0.0154
C -3.163 5.332 -3.133 -0.0720 -0.1137 -0.0306
C -1.977 4.669 -2.476 0.0961 -0.1448 -0.0936
O -0.756 5.172 -2.990 -0.0884 0.2613 0.0948
C 0.321 4.995 -2.093 0.0431 -0.1114 -0.0628
H -3.135 8.344 -7.204 -0.0229 0.0065 0.0045
H -2.876 6.598 -7.407 0.0091 0.0080 -0.0078
H -4.326 7.184 -6.562 -0.0012 0.0170 -0.0037
H -4.065 8.289 -4.600 -0.0119 -0.0172 0.0050
H -2.511 9.151 -4.706 -0.0648 0.0355 -0.0074
H -2.779 8.526 -2.473 0.0468 0.0054 0.0067
H -1.551 7.420 -3.111 -0.0166 -0.0543 -0.0749
H -3.059 5.311 -4.220 0.0846 0.0385 0.0080
H -4.047 4.751 -2.861 0.0133 -0.0133 -0.0055
H -2.031 3.590 -2.672 -0.0571 -0.0176 0.1231
H -2.029 4.825 -1.392 -0.0129 0.0070 0.0108
H 0.123 5.494 -1.137 -0.0064 -0.0189 0.0008
H 1.201 5.443 -2.550 0.0033 -0.0152 -0.0120
H 0.521 3.935 -1.903 -0.0063 0.0065 0.0265
C -9.423 3.808 -1.932 -0.0541 -0.0140 -0.0602
O -8.590 2.921 -2.637 0.1409 -0.0409 0.1401
C -7.538 3.580 -3.318 -0.0868 0.0272 -0.0406
C -6.376 2.647 -3.570 0.0183 -0.0229 -0.1087
O -5.573 2.406 -2.431 0.0372 0.0491 0.0350
C -6.044 1.463 -1.479 0.0061 -0.0147 0.0963
C -5.833 0.024 -1.886 -0.0146 -0.1223 0.0748
O -6.793 -0.395 -2.842 0.0934 0.1999 -0.1586
C -6.317 -1.437 -3.663 -0.0577 -0.0492 0.0418
H -9.944 4.497 -2.608 0.0132 0.0178 0.0055
H -10.162 3.210 -1.402 -0.0099 0.0001 -0.0107
H -8.852 4.396 -1.203 -0.0032 0.0107 -0.0139
H -7.184 4.438 -2.734 0.0144 -0.0006 0.0126
H -7.906 3.949 -4.286 0.0156 0.0688 0.0130
H -5.712 3.147 -4.280 -0.0052 -0.0311 -0.0330
H -6.722 1.715 -4.024 -0.0596 -0.0057 0.0693
H -7.089 1.643 -1.216 -0.0214 -0.0206 -0.0979
H -5.432 1.639 -0.591 -0.0227 0.0016 0.0165
H -5.919 -0.612 -0.993 0.0893 0.0093 0.0166
H -4.817 -0.084 -2.284 -0.0120 -0.0139 -0.0302
H -5.407 -1.139 -4.196 0.0100 -0.0106 0.0179
H -7.096 -1.661 -4.389 -0.0098 -0.0102 0.0124
H -6.101 -2.341 -3.083 0.0214 -0.0003 -0.0024
```
Positions in Å, forces in eV/Å.

The charge is -1. As for the electronic energy: -2220.6004 Ha. The value obtained for the HOMO energy is -4.34 eV. Its HOMO-LUMO gap is 6.47 eV. The calculation puts the LUMO energy at 0.0781 Eh.